[1]
{"formula": "C29H31F3N2O2S", "method": "ωB97M-V/def2-TZVPD", "elements": ["C", "C", "C", "C", "H", "C", "F", "N", "H", "H", "H", "C", "H", "H", "H", "H", "C", "H", "H", "H", "C", "C", "N", "C", "C", "C", "H", "H", "C", "C", "H", "C", "H", "H", "C", "C", "C", "H", "C", "H", "F", "H", "H", "H", "H", "C", "H", "H", "S", "C", "C", "H", "H", "O", "H", "C", "H", "H", "O", "C", "C", "H", "C", "C", "H", "F", "C", "C"], "xyz": [[4.520, 2.344, 1.100], [1.387, 0.416, 0.214], [2.288, -0.674, 3.689], [-5.583, -1.328, -1.927], [-5.205, -0.064, 4.292], [1.913, -0.441, -0.782], [2.783, -1.081, 2.489], [5.258, 1.068, -1.364], [-1.857, -2.287, 2.716], [3.491, -0.833, -2.189], [6.041, -0.623, -2.416], [6.260, 1.850, -0.668], [5.293, 3.740, -0.347], [6.887, 2.325, -1.432], [4.951, 1.767, 1.943], [-1.679, 2.012, 2.924], [-3.624, -1.307, 3.503], [-5.662, -1.659, -4.062], [-3.847, -1.191, -5.591], [0.130, 0.713, -2.127], [-2.357, -1.341, 2.934], [-0.782, 0.186, -1.850], [-3.686, -1.391, -3.521], [-4.221, -0.088, 3.824], [-1.694, -0.143, 2.615], [-3.233, -1.721, -4.850], [6.643, 0.974, -2.892], [-3.933, 2.044, 3.934], [-1.073, -0.045, -0.487], [-3.235, -0.957, -1.207], [6.456, 3.281, 0.903], [-2.249, 1.082, 3.026], [-4.969, -2.994, -3.150], [-0.346, 1.500, 0.753], [-1.601, -0.285, -2.867], [-2.852, -0.885, -2.568], [-3.510, 1.096, 3.614], [-2.670, -0.726, 0.794], [-0.102, 0.421, 0.632], [6.936, 1.191, -0.091], [3.226, 0.070, 4.303], [-6.506, -1.856, -1.680], [-2.186, -1.453, -4.998], [-4.495, -2.514, -0.474], [-5.820, -0.267, -2.064], [3.583, 1.471, 0.325], [0.055, -1.264, 1.921], [5.007, 0.463, -3.373], [0.703, 0.390, 3.494], [2.257, 1.363, 0.729], [-4.579, -1.459, -0.789], [-3.343, -2.800, -5.043], [-1.265, -0.211, -3.901], [1.039, 1.776, 3.238], [-4.921, -0.893, 0.093], [-0.326, -0.224, 1.948], [-4.128, -2.248, 3.700], [1.271, -1.230, -1.167], [-0.008, 0.070, 4.706], [-2.332, -0.588, -0.225], [3.173, -0.234, -1.336], [1.896, 2.089, 1.444], [5.749, 0.427, -2.566], [-5.006, -1.893, -3.215], [3.960, 3.174, 1.555], [2.022, -1.761, 4.430], [5.664, 2.901, 0.252], [4.042, 0.756, -0.814]], "mol_weight_g_mol": 528.6, "smiles": "CN1CCCc2cc(C(c3ccc4c(c3)CCCN4C)[C@H](c3ccccc3)S(=O)(=O)C(F)(F)F)ccc21", "fmax_ev_per_a": 3.11, "de_lowest_kj_mol": 0.0, "homo_lumo_gap_ev": 7.81}

---

[2]
{"formula": "C31H45N8O2PdS3SbSe", "method": "ωB97M-V/def2-TZVPD", "elements": ["H", "H", "H", "H", "N", "C", "C", "C", "H", "H", "H", "H", "H", "H", "O", "H", "C", "H", "C", "C", "C", "C", "C", "Se", "C", "N", "C", "H", "H", "H", "C", "H", "S", "Sb", "S", "C", "C", "N", "C", "H", "H", "H", "H", "C", "C", "C", "H", "H", "H", "H", "H", "C", "H", "H", "C", "O", "C", "C", "C", "H", "N", "H", "N", "C", "H", "N", "H", "C", "H", "H", "N", "C", "C", "H", "Pd", "C", "H", "S", "H", "C", "H", "H", "C", "H", "N", "H", "C", "H", "H", "H", "H", "H"], "xyz": [[7.164, -0.453, 2.420], [-0.702, -1.767, 2.019], [5.116, 2.110, -0.545], [0.537, -2.958, 2.428], [4.501, -1.229, 2.140], [1.290, -0.261, -3.856], [-4.398, 2.484, 2.108], [-4.277, 3.668, 1.153], [6.136, -0.620, -0.453], [2.577, -1.369, 2.936], [1.736, -3.697, 0.455], [5.890, 2.605, 0.977], [-5.275, 4.066, 0.964], [7.127, 0.668, 0.224], [3.181, 0.598, 2.038], [-1.035, 2.379, -2.706], [-0.867, -3.650, 0.883], [7.727, -1.588, 1.189], [1.364, -3.077, -1.483], [0.827, -1.942, 0.548], [-3.597, -1.628, -1.446], [-3.130, 1.647, 2.198], [4.264, 0.034, 1.706], [-0.716, 2.622, 0.052], [-4.622, -0.916, 1.125], [2.352, 1.357, -1.039], [-1.981, 1.206, 0.001], [-4.132, 1.548, -2.109], [-0.137, 0.226, -1.790], [-3.054, 0.596, -4.149], [-3.086, -0.555, -0.722], [-0.584, 1.240, -3.948], [-0.156, 3.662, 3.529], [1.909, 2.500, 3.746], [1.949, 3.648, 1.635], [-1.053, -3.451, -0.642], [6.372, -0.077, 0.467], [5.189, 0.635, 0.940], [-2.714, 1.574, -3.793], [-4.653, 2.498, -3.482], [0.350, -4.963, -1.266], [-3.191, 0.901, 2.991], [3.850, -2.070, 3.950], [5.071, 2.029, 0.540], [-0.052, -2.539, 1.611], [2.420, 1.861, -4.497], [-5.011, -0.649, 2.098], [-1.850, -3.701, 1.352], [-1.263, -2.393, -0.848], [-0.397, -4.621, 1.057], [-3.391, 3.122, -2.431], [5.736, -1.968, 1.891], [-3.395, 5.649, 1.033], [-5.056, -3.175, -1.378], [-3.778, 2.212, -2.899], [0.642, -0.822, 0.084], [-5.124, -1.987, 0.415], [3.504, -1.932, 2.923], [-4.624, -2.333, -0.854], [5.572, -2.687, 1.082], [1.676, -2.825, -0.057], [-3.911, 3.321, 0.180], [2.742, 2.651, -5.270], [2.197, 1.170, -2.175], [-4.616, 2.845, 3.116], [-2.867, 0.911, 0.950], [2.210, -3.572, -1.954], [-3.595, -0.200, 0.517], [3.331, -2.919, 2.487], [-1.953, -3.994, -0.935], [0.653, -1.208, -4.037], [-1.326, 1.426, -3.167], [-1.155, 0.282, -2.179], [-2.252, 2.256, 2.413], [1.308, 1.338, 0.869], [2.018, 0.908, -3.522], [-1.355, -0.669, -2.668], [0.258, 0.904, 3.059], [4.126, 2.434, 0.876], [6.863, -1.024, 1.539], [-3.213, -1.900, -2.419], [5.970, -2.538, 2.792], [0.100, -3.934, -1.547], [-2.603, 2.194, -4.683], [-2.061, 0.345, -1.009], [-5.233, 1.842, 1.817], [-3.381, 4.779, 1.690], [1.235, -2.117, -1.977], [-3.717, 5.104, 2.676], [-0.243, -3.973, -2.583], [-2.337, 4.468, 1.790], [-5.926, -2.573, 0.842]], "multiplicity": 6, "mol_weight_g_mol": 965.1, "charge": 1, "fmax_ev_per_a": 0.48, "s_squared": 8.78, "de_lowest_kj_mol": 73.1, "homo_lumo_gap_ev": [7.53, 4.16]}

---

[3]
{"formula": "ClHN2O", "method": "ωB97M-V/def2-TZVPD", "elements": ["Cl", "N", "H", "O", "N"], "xyz": [[0.268, -0.777, -1.835], [0.215, 0.297, 0.598], [-1.619, -0.334, -0.117], [0.258, 0.735, 1.708], [0.878, 0.079, -0.354]], "mol_weight_g_mol": 80.5, "fmax_ev_per_a": 3.79, "de_lowest_kj_mol": 613.0, "homo_lumo_gap_ev": [8.72, 8.39]}

---

[4]
{"formula": "C4H6N2O", "method": "ωB97M-V/def2-TZVPD", "elements": ["H", "H", "H", "C", "C", "C", "H", "N", "H", "N", "O", "C", "H"], "xyz": [[3.304, 0.786, 0.277], [-0.597, -1.563, -0.333], [-1.358, 1.506, -0.132], [-0.573, 0.624, -0.163], [-1.190, -0.588, -0.123], [2.791, -0.209, 0.118], [-3.213, -1.483, 0.343], [1.504, -0.357, -0.095], [1.181, 1.700, 0.153], [0.756, 0.725, -0.066], [-3.351, 0.462, 0.041], [-2.676, -0.529, 0.042], [3.421, -1.073, -0.061]], "mol_weight_g_mol": 98.1, "smiles": "C=NN/C=C/C=O", "fmax_ev_per_a": 4.56, "de_lowest_kj_mol": 336.9, "homo_lumo_gap_ev": 8.63}

---

[5]
{"formula": "C5H11NO", "method": "ωB97M-V/def2-TZVPD", "elements": ["H", "H", "H", "C", "O", "H", "C", "C", "H", "C", "H", "H", "H", "H", "C", "H", "H", "N"], "xyz": [[0.901, -1.948, 0.083], [1.987, 0.347, -0.660], [1.316, 0.197, -2.289], [0.338, 0.384, 1.675], [-2.560, 1.136, -0.300], [-0.810, -2.222, -0.314], [-1.769, 1.010, 0.615], [-0.131, -0.198, -0.730], [-0.972, -0.018, -1.405], [0.102, -1.705, -0.628], [1.230, 0.988, 1.468], [0.917, 1.616, -1.301], [-1.968, 1.418, 1.626], [-0.170, 0.819, 2.541], [1.096, 0.536, -1.271], [0.660, -0.628, 1.945], [0.403, -2.102, -1.604], [-0.569, 0.369, 0.548]], "mol_weight_g_mol": 101.1, "smiles": "CC(C)N(C)C=O", "fmax_ev_per_a": 0.31, "de_lowest_kj_mol": 42.5, "homo_lumo_gap_ev": 10.18}

---

[6]
{"formula": "C5H13N3O", "method": "ωB97M-V/def2-TZVPD", "elements": ["N", "H", "C", "N", "H", "H", "H", "H", "C", "C", "H", "H", "H", "C", "H", "C", "O", "N", "H", "H", "H", "H"], "xyz": [[2.069, -0.611, 0.204], [1.085, 2.367, 1.399], [0.801, 1.381, 0.720], [-0.319, 1.739, -0.219], [-3.768, -0.575, -0.106], [-2.133, 1.420, 0.657], [-2.296, -1.405, -1.752], [-2.487, -2.199, 0.000], [2.020, 0.680, 0.030], [-1.085, -0.717, 0.030], [2.792, 1.319, -0.672], [-0.538, 2.701, 0.132], [0.033, -1.058, 1.248], [-2.448, -1.209, -0.360], [-1.888, 1.133, -1.366], [-1.403, 0.891, -0.176], [-0.858, -1.253, 1.225], [3.258, -1.142, -0.283], [3.416, -0.898, -1.234], [0.347, 0.466, 1.287], [-0.392, -0.864, -0.944], [3.794, -2.164, 0.181]], "mol_weight_g_mol": 131.2, "fmax_ev_per_a": 8.05, "de_lowest_kj_mol": 974.2, "homo_lumo_gap_ev": 9.33}